# 1
DFT (ωB97M-V with the def2-TZVPD basis set) results for a 16-piece molecular cluster, C19H70N10O16 overall.

## Properties
highest occupied orbital energy	-8.03	eV
LUMO energy	-0.27	eV
charge	0
energy	-68491.0088	eV
max |F|	0.2077	hartree/bohr
relative energy (zero: lowest compared OMol25 entry of this formula, charge and spin)	90.75	kcal/mol

Element x y z (Å)
C -22.29600 4.52800 12.95700
C -20.78400 4.19100 13.02300
O -19.98300 5.22100 12.50900
H -22.78500 4.54800 11.98900
H -22.42900 5.50600 13.42200
H -22.94000 3.70600 13.35700
H -20.65800 3.30700 12.44100
H -20.50400 3.91700 14.05300
H -20.14100 5.39400 11.61600
C -25.81100 4.88000 13.31900
C -25.24600 6.27500 13.56200
O -26.13800 7.11400 14.23000
H -25.98700 4.46900 14.27700
H -25.11300 4.25000 12.65500
H -26.72300 4.77900 12.69200
H -24.89800 6.72600 12.63100
H -24.37800 5.96900 14.09500
H -26.79900 7.40600 13.61700
C -24.22900 0.18900 10.26300
C -23.98700 1.18800 11.41700
O -23.96500 0.45500 12.61300
H -23.38700 -0.51100 10.38200
H -24.20700 0.65700 9.26800
H -25.13700 -0.38700 10.51400
H -24.80300 1.91900 11.50000
H -23.11300 1.73500 11.29100
H -23.10700 0.57200 13.07500
C -25.77300 4.81300 9.98100
O -25.95000 3.43400 10.13900
N -24.83700 5.30800 9.26800
N -26.61800 5.70500 10.36200
H -24.28500 4.54600 8.72000
H -24.59700 6.30200 9.20400
H -26.24700 6.63500 10.69800
H -27.38200 5.45900 10.91000
C -24.09600 2.37600 16.20800
O -24.10400 2.02500 17.55400
N -24.22000 1.55200 15.22500
N -24.04500 3.64200 15.81000
H -24.25200 0.50200 15.42600
H -24.11400 1.77200 14.26400
H -24.36200 4.42200 16.48500
H -24.04200 3.82800 14.80000
C -23.54500 2.55400 7.43800
O -22.29100 2.49700 6.77600
N -23.67100 3.08700 8.62600
N -24.65400 2.10700 6.89200
H -22.77800 3.49900 9.00800
H -24.37200 2.76300 9.28000
H -24.54000 1.73300 5.88800
H -25.50000 1.78900 7.42200
C -25.39800 -1.81800 14.48600
O -24.96700 -0.91400 15.45400
N -25.30300 -1.56600 13.26100
N -25.71200 -3.03800 14.70300
H -24.69100 -0.76900 12.97800
H -25.56000 -2.28800 12.55100
H -25.79500 -3.25200 15.70200
H -26.07600 -3.82700 14.06700
C -22.58900 -3.48200 12.23100
O -21.74000 -4.52100 11.85800
N -23.31700 -3.59200 13.29000
N -22.39000 -2.33300 11.75200
H -23.35600 -4.52900 13.76000
H -24.01700 -2.87200 13.52000
H -21.74900 -2.28300 10.99600
H -22.82700 -1.48600 12.14300
C -21.69400 -0.43300 7.91400
O -21.20300 -0.94100 9.21300
H -22.15900 0.51000 8.02400
H -22.34000 -1.28700 7.54600
H -20.82400 -0.32000 7.29800
H -20.57600 -1.66900 9.05300
C -20.49800 -2.17800 14.51800
O -21.80700 -1.51100 14.55500
H -20.24200 -2.40800 13.53500
H -20.50700 -3.10600 15.19400
H -19.72000 -1.61000 15.09600
H -22.34300 -2.07800 13.97900
C -27.02400 1.66100 13.32900
O -26.92600 0.53800 12.42500
H -27.69100 2.45100 12.88600
H -26.00200 1.94000 13.50600
H -27.39300 1.34200 14.33600
H -26.43800 -0.15500 12.91100
C -27.30900 0.21800 6.99700
O -26.75100 0.83100 8.18200
H -26.71100 0.39200 6.12400
H -28.20600 0.75500 6.78400
H -27.40000 -0.78300 7.28700
H -27.21600 0.52400 8.92600
C -20.39200 0.71900 12.47300
O -21.15500 1.18000 13.57800
H -20.91600 0.21800 11.66500
H -19.74000 -0.00600 12.98600
H -19.74900 1.47400 12.14300
H -21.42300 0.42700 14.14300
C -20.41600 3.04100 9.36300
O -21.44700 3.96500 9.34900
H -20.95100 2.15900 9.50500
H -19.74200 3.23200 10.13500
H -19.96300 2.96100 8.37500
H -20.98900 4.81400 9.30300
C -24.94700 -2.20100 8.24400
O -25.28900 -3.32100 7.46900
H -24.63200 -1.41800 7.63500
H -24.30500 -2.49200 9.11300
H -25.88200 -1.80800 8.67200
H -26.18900 -3.40100 7.43000
C -25.74200 -4.43600 10.49600
O -26.11600 -3.23900 11.10200
H -24.73500 -4.67300 10.76400
H -25.86000 -4.63800 9.37900
H -26.30800 -5.23300 10.87900
H -26.67800 -2.71800 10.45900


# 2
DFT (ωB97M-V with the def2-TZVPD basis set) results for C19H9Br2Cl3N3O6Ti as an isolated structure.

## Properties
highest occupied orbital energy (alpha / beta)	-3.53 / -3.53	eV
LUMO energy (alpha / beta)	0.45 / 0.44	eV
charge	-1
energy	-237368.3834	eV
max |F|	0.0337	hartree/bohr
relative energy (zero: lowest compared OMol25 entry of this formula, charge and spin)	56.75	kcal/mol

Element x y z (Å)
Ti -1.03427 0.38910 0.63101
O -0.88165 -2.81071 -1.78526
C -1.23970 -1.79231 -1.24180
O -0.98675 -1.38727 -0.00205
C -2.06814 -0.74344 -1.93900
C -2.67198 -0.80238 -3.18318
C -3.41021 0.30387 -3.59427
C -3.52048 1.42788 -2.77514
C -2.87017 1.39701 -1.55894
N -2.18055 0.32957 -1.18643
C -2.77246 2.48782 -0.50833
O -3.28062 3.58300 -0.63798
O -2.05710 2.05037 0.52324
H -2.55877 -1.68900 -3.78927
H -3.90086 0.29345 -4.55801
H -4.07834 2.30765 -3.05984
Br 4.14339 1.03583 -3.63025
C 2.71564 0.94226 -2.38782
C 1.62291 1.82464 -2.54757
C 0.60493 1.71425 -1.64539
N 0.61472 0.82655 -0.62677
C 1.65484 0.00582 -0.45754
C 2.75313 0.04581 -1.37281
C 1.67395 -0.81041 0.78242
C 1.89728 -2.29238 0.61032
C 2.31455 -3.17875 1.52519
Br 2.72759 -4.94262 0.70476
C 2.57268 -3.18918 2.93366
C 1.94700 -2.67814 4.02947
N 1.60369 -0.03509 1.76346
H 1.58985 2.55574 -3.34157
H -0.25272 2.37158 -1.71307
H 3.58113 -0.63332 -1.22503
H 1.74001 -2.64665 -0.40110
H 3.40141 -3.84414 3.19724
H -1.44091 0.41670 2.26885
Cl 1.36847 -0.97611 7.01481
C 1.48949 0.30393 5.93671
Cl -0.05019 1.10629 5.84549
Cl 0.43295 -1.71941 3.67318
C -0.41027 2.80621 2.57774
O -1.00405 3.26357 3.45244
O 0.22062 2.38242 1.69841